Record 1
Below is a molecular structure, C30H48Cl2N3O6SiSn in a non-equilibrium geometry, with properties calculated with wB97M-V/def2-TZVPD.

Calculated values
energy above the lowest of the compared OMol25 structures with the same formula, charge and spin: 0.0 kJ/mol
LUMO level: 2.53 eV
E_tot: -87402.19013 eV
gap between HOMO and LUMO: 6.398 eV
net charge: -1

Cartesian coordinates (Å):
1 C 3.692 2.026 2.392
2 C 2.240 2.293 2.645
3 H 4.315 2.894 2.643
4 H 3.852 1.768 1.333
5 H 4.052 1.182 3.002
6 C 1.758 3.422 3.182
7 C 2.585 4.566 3.654
8 H 0.684 3.541 3.336
9 H 3.370 4.848 2.935
10 H 3.062 4.358 4.625
11 H 1.930 5.437 3.792
12 Sn -0.053 -0.200 -0.971
13 Cl 1.385 -1.218 -3.466
14 C -2.790 0.101 0.830
15 O -2.166 0.557 -0.163
16 N -4.116 0.107 0.924
17 C -4.907 0.870 -0.022
18 C -4.793 -0.561 2.027
19 H -2.265 -0.269 1.723
20 H -4.465 0.812 -1.020
21 H -4.990 1.922 0.291
22 H -5.907 0.436 -0.020
23 H -4.328 -1.540 2.191
24 H -5.842 -0.672 1.747
25 H -4.729 0.035 2.949
26 H -3.363 -3.158 -4.953
27 H -1.267 -4.829 -4.738
28 C -2.714 -2.377 -4.548
29 C -0.744 -3.916 -4.440
30 N -1.658 -3.005 -3.769
31 H -3.285 -1.701 -3.909
32 C -1.334 -2.537 -2.564
33 O -1.749 -1.439 -2.111
34 H 0.066 -4.168 -3.749
35 H -0.638 -3.180 -1.997
36 H -2.277 -1.817 -5.386
37 H -0.323 -3.440 -5.333
38 H 2.027 3.422 -0.125
39 H -0.241 5.093 1.088
40 C 1.482 3.913 -0.940
41 C -0.496 5.090 0.018
42 N 0.053 3.917 -0.650
43 H 1.665 3.366 -1.868
44 C -0.742 2.935 -1.105
45 O -0.313 2.002 -1.837
46 H -1.589 5.087 -0.083
47 H -1.790 2.989 -0.765
48 H 1.815 4.950 -1.023
49 H -0.073 5.997 -0.432
50 O 1.165 1.464 0.768
51 C 1.272 1.232 2.083
52 C -0.988 2.277 2.244
53 C -0.137 1.271 2.685
54 H -0.618 2.932 1.450
55 C -2.225 2.479 2.860
56 H 1.713 0.238 2.291
57 C -0.587 0.332 3.610
58 H -2.847 3.319 2.534
59 C -2.633 1.611 3.876
60 C -1.833 0.517 4.222
61 H 0.058 -0.515 3.849
62 H -3.584 1.793 4.391
63 H -2.180 -0.191 4.978
64 Si 3.422 -0.266 -2.664
65 Cl 2.667 -0.097 -0.655
66 C 2.873 1.121 -3.833
67 C 4.125 -2.040 -2.627
68 C 5.233 0.489 -2.499
69 H 1.995 1.636 -3.433
70 H 2.620 0.707 -4.816
71 H 3.667 1.853 -3.989
72 H 5.224 1.589 -2.569
73 H 5.861 0.112 -3.326
74 H 5.724 0.221 -1.553
75 H 3.354 -2.800 -2.798
76 H 4.584 -2.246 -1.649
77 H 4.898 -2.148 -3.398
78 O -2.408 -2.276 0.923
79 C -1.182 -2.503 0.861
80 O -0.243 -1.599 0.787
81 C -0.729 -3.938 0.862
82 C 0.623 -4.273 1.041
83 C 1.001 -5.615 1.109
84 C 0.045 -6.627 0.973
85 C -1.297 -6.288 0.762
86 C -1.687 -4.949 0.706
87 H 1.350 -3.463 1.125
88 H 2.048 -5.869 1.268
89 H 0.342 -7.676 1.034
90 H -2.048 -7.061 0.629
91 H -2.727 -4.660 0.548

Record 2
Below is 10 unconnected molecules or ions with the total composition C30H48F9N3O18 in a non-equilibrium geometry, with properties calculated with wB97M-V/def2-TZVPD.

Calculated values
structure (SMILES): CCOC(=O)C(F)(F)F.CCOC(=O)C(F)(F)F.CCOC(=O)C(F)(F)F.COC(=O)OC.COC(=O)OC.COC(=O)OC.COC(=O)OC.CC#N.CC#N.CC#N
LUMO level: 0.12 eV
E_tot: -97665.54219 eV
gap between HOMO and LUMO: 10.778 eV

Cartesian coordinates (Å):
1 C 32.672 -25.619 17.158
2 C 33.250 -26.106 15.858
3 O 34.589 -26.545 15.873
4 C 34.932 -27.532 16.764
5 O 34.114 -28.222 17.394
6 C 36.406 -27.795 16.819
7 F 36.522 -29.080 16.439
8 F 37.212 -27.038 16.072
9 F 36.769 -27.700 18.025
10 H 33.233 -24.826 17.652
11 H 32.583 -26.346 17.966
12 H 31.674 -25.193 17.060
13 H 33.250 -25.270 15.159
14 H 32.575 -26.888 15.510
15 C 27.266 -31.581 18.434
16 C 27.566 -30.097 18.230
17 O 26.986 -29.433 19.269
18 C 26.320 -28.309 19.115
19 O 26.324 -27.621 18.116
20 C 25.672 -27.803 20.396
21 F 24.936 -26.734 20.172
22 F 24.829 -28.797 20.844
23 F 26.602 -27.477 21.326
24 H 26.210 -31.847 18.393
25 H 27.688 -32.017 19.339
26 H 27.584 -32.137 17.552
27 H 27.289 -29.744 17.237
28 H 28.630 -29.863 18.183
29 C 21.362 -15.068 15.111
30 C 22.559 -15.611 15.938
31 O 22.965 -16.891 15.463
32 C 23.814 -17.727 16.167
33 O 24.381 -17.581 17.220
34 C 23.942 -19.086 15.466
35 F 23.278 -19.124 14.281
36 F 25.276 -19.486 15.345
37 F 23.235 -19.981 16.129
38 H 20.724 -14.347 15.622
39 H 20.631 -15.865 14.979
40 H 21.561 -14.652 14.123
41 H 22.357 -15.563 17.008
42 H 23.381 -14.902 15.840
43 C 15.224 -15.458 9.483
44 O 14.357 -14.415 9.876
45 C 14.337 -13.764 11.050
46 O 15.211 -13.956 11.975
47 O 13.354 -12.900 11.106
48 C 13.043 -12.357 12.389
49 H 15.041 -15.755 8.450
50 H 15.108 -16.273 10.197
51 H 16.259 -15.116 9.455
52 H 14.006 -11.967 12.719
53 H 12.891 -13.087 13.184
54 H 12.264 -11.596 12.368
55 C 30.975 -20.413 9.725
56 O 31.318 -20.319 11.120
57 C 30.996 -19.073 11.710
58 O 30.624 -18.015 11.197
59 O 31.291 -19.275 13.057
60 C 31.021 -18.177 13.928
61 H 29.897 -20.519 9.602
62 H 31.421 -21.337 9.357
63 H 31.398 -19.641 9.082
64 H 31.266 -18.500 14.939
65 H 29.950 -17.974 13.933
66 H 31.658 -17.333 13.664
67 C 19.373 -7.996 11.031
68 O 20.766 -7.891 11.442
69 C 21.231 -6.663 11.785
70 O 20.648 -5.597 11.500
71 O 22.434 -6.625 12.470
72 C 23.011 -7.879 12.768
73 H 18.967 -8.950 10.696
74 H 19.383 -7.414 10.110
75 H 18.689 -7.503 11.722
76 H 22.354 -8.687 13.087
77 H 23.804 -7.840 13.515
78 H 23.546 -8.264 11.899
79 C 18.616 -26.008 16.484
80 O 18.642 -24.672 15.943
81 C 17.517 -23.973 15.909
82 O 16.473 -24.367 16.443
83 O 17.839 -22.740 15.506
84 C 16.767 -21.708 15.361
85 H 19.225 -26.175 17.373
86 H 18.865 -26.675 15.658
87 H 17.714 -26.455 16.903
88 H 15.873 -21.892 15.958
89 H 16.360 -21.664 14.351
90 H 17.256 -20.744 15.499
91 C 19.065 -8.877 18.849
92 C 17.582 -9.153 18.660
93 N 16.467 -9.405 18.470
94 H 19.662 -8.722 17.951
95 H 19.498 -9.682 19.442
96 H 19.216 -7.926 19.361
97 C 24.214 -14.856 23.814
98 C 23.232 -13.832 23.985
99 N 22.420 -13.031 24.079
100 H 24.661 -14.978 22.827
101 H 23.550 -15.698 24.010
102 H 25.032 -14.620 24.494
103 C 24.025 -27.498 12.582
104 C 25.248 -28.005 11.985
105 N 26.260 -28.391 11.492
106 H 23.364 -27.283 11.742
107 H 24.038 -26.479 12.970
108 H 23.572 -28.219 13.263